Molecular formula: C3H9N4
Method: DFT, ωB97M-V/def2-TZVPD

Geometry as XYZ:
```
16
Properties=species:S:1:pos:R:3:nbo_charge:R:1
C 0.230 2.418 0.201 -0.066
C 2.592 -1.571 0.108 -0.010
C -2.304 -0.174 -0.191 -0.418
N 1.057 1.537 -0.122 -0.051
N 2.158 -0.371 0.013 -0.088
N -1.002 -0.812 -0.064 -0.842
N 1.246 0.369 -0.333 0.200
H -0.697 2.053 0.442 0.223
H 0.677 3.481 0.019 0.267
H 3.574 -1.862 0.218 0.227
H 1.986 -2.401 0.244 0.197
H -2.216 0.611 -0.803 0.183
H -2.979 -0.850 -0.570 0.208
H -2.815 0.143 0.712 0.214
H -0.687 -1.049 0.856 0.373
H -0.820 -1.523 -0.729 0.383
```

Output
- Energy above the lowest of the compared OMol25 structures with the same formula, charge and spin: 7.163 eV
- Kohn-Sham gap: 7.87 eV
- Net charge: +1
- Spin multiplicity: 1
- E_LUMO: -5.52 eV

***

Molecular formula: C3H9N4
Method: DFT, ωB97M-V/def2-TZVPD

Geometry as XYZ:
```
16
Properties=species:S:1:pos:R:3:nbo_charge:R:1
C -1.382 -0.907 -0.330 0.358
C -0.794 0.738 1.230 -0.481
C 2.673 0.248 -0.851 -0.521
N -0.422 -0.200 0.160 -0.514
N 1.440 -0.806 0.867 0.321
N -2.613 -0.523 -0.446 -0.761
N 2.300 -0.396 0.288 0.050
H -1.159 -1.996 -0.775 0.203
H 0.108 1.317 1.513 0.222
H -1.361 1.491 0.681 0.199
H -1.411 0.378 2.141 0.233
H 2.171 0.178 -1.858 0.289
H 3.733 -0.191 -1.092 0.277
H 2.915 1.219 -0.606 0.274
H -3.408 -0.883 -1.006 0.448
H -2.792 0.334 0.083 0.404
```

Output
- Energy above the lowest of the compared OMol25 structures with the same formula, charge and spin: 4.431 eV
- Kohn-Sham gap (alpha / beta): 8.66 / 8.66 eV
- Net charge: +1
- Spin multiplicity: 1
- E_LUMO (alpha / beta): -4.43 / -4.43 eV

***

Molecular formula: C3H9N4
Method: DFT, ωB97M-V/def2-TZVPD

Geometry as XYZ:
```
16
Properties=species:S:1:pos:R:3:nbo_charge:R:1
C 0.028 -1.350 0.690 -0.490
C -0.514 0.946 -0.968 0.668
C 0.904 -0.544 1.318 -0.011
N -1.465 0.447 -1.400 -0.130
N 0.520 1.639 -0.737 -0.795
N -2.658 -0.037 -1.364 -0.575
N 2.079 0.027 0.760 -0.838
H -0.797 -1.600 1.237 0.212
H 0.807 -0.091 2.339 0.215
H -0.004 -1.856 -0.316 0.227
H 0.596 2.570 -0.384 0.442
H 1.296 1.079 -0.203 0.448
H -2.932 -0.475 -2.258 0.409
H -3.000 -0.537 -0.559 0.405
H 2.670 -0.676 0.301 0.416
H 2.472 0.457 1.545 0.397
```

Output
- Energy above the lowest of the compared OMol25 structures with the same formula, charge and spin: 4.000 eV
- Kohn-Sham gap: 10.18 eV
- Net charge: +1
- Spin multiplicity: 1
- E_LUMO: -3.01 eV

***

Molecular formula: C3H9N4
Method: DFT, ωB97M-V/def2-TZVPD

Geometry as XYZ:
```
16
Properties=species:S:1:pos:R:3:nbo_charge:R:1
H -0.103 3.194 1.269 0.364
N -0.435 2.542 1.887 -0.548
C -0.435 1.331 1.745 0.246
N 0.112 0.718 0.574 -0.255
N 1.313 1.217 0.073 -0.674
C -0.349 -0.464 0.071 0.407
N 0.085 -1.142 -0.990 -0.496
C -0.487 -2.339 -1.657 -0.411
H -0.948 0.719 2.485 0.204
H 1.108 2.156 -0.489 0.386
H 2.016 1.494 0.814 0.404
H -1.075 -0.795 0.777 0.222
H 1.009 -0.909 -1.228 0.431
H 0.164 -3.138 -1.247 0.237
H -1.591 -2.502 -1.390 0.242
H -0.384 -2.082 -2.694 0.241
```

Output
- Energy above the lowest of the compared OMol25 structures with the same formula, charge and spin: 3.058 eV
- Kohn-Sham gap: 10.36 eV
- Net charge: +1
- SMILES string: [H]/N=C\N(N)/C=[NH+]/C
- Spin multiplicity: 1
- E_LUMO: -4.11 eV

***

Molecular formula: C3H9N4
Method: DFT, ωB97M-V/def2-TZVPD

Geometry as XYZ:
```
16
Properties=species:S:1:pos:R:3:nbo_charge:R:1
C -0.144 0.423 -1.090 0.361
C 0.944 -0.323 1.029 -0.304
C -0.392 0.433 1.089 0.146
N -0.691 1.189 -2.003 -0.759
N 0.595 -0.633 -1.115 -0.418
N -1.473 -0.231 1.591 -0.752
N 0.913 -1.387 0.053 -0.392
H 1.779 0.379 0.657 0.200
H 1.296 -0.644 1.956 0.245
H -0.308 1.502 1.206 0.231
H -0.512 1.034 -3.051 0.419
H 1.198 -0.951 -1.843 0.400
H -2.343 0.203 1.465 0.406
H -1.224 1.930 -1.629 0.427
H 1.832 -1.676 -0.032 0.369
H -1.473 -1.248 1.717 0.421
```

Output
- Energy above the lowest of the compared OMol25 structures with the same formula, charge and spin: 3.410 eV
- Kohn-Sham gap: 10.21 eV
- Net charge: +1
- Spin multiplicity: 1
- E_LUMO: -3.09 eV

***

Molecular formula: C3H9N4
Method: DFT, ωB97M-V/def2-TZVPD

Geometry as XYZ:
```
16
Properties=species:S:1:pos:R:3:nbo_charge:R:1
C 1.695 0.615 0.104 0.659
C -2.553 0.559 0.987 0.048
C -1.583 -0.640 -0.902 -0.440
N 0.714 1.426 0.077 -0.772
N 2.444 -0.280 0.279 -0.162
N -1.682 0.540 0.062 -0.446
N 3.223 -1.176 -0.280 -0.582
H -3.305 -0.240 1.106 0.180
H -2.394 1.160 1.794 0.183
H -2.471 -0.770 -1.519 0.238
H -0.796 -0.266 -1.516 0.195
H -1.200 -1.460 -0.372 0.216
H 0.856 2.189 0.710 0.426
H -0.335 1.114 -0.022 0.443
H 3.965 -0.877 -0.896 0.409
H 3.420 -1.894 0.388 0.403
```

Output
- Energy above the lowest of the compared OMol25 structures with the same formula, charge and spin: 4.087 eV
- Kohn-Sham gap: 10.71 eV
- Net charge: +1
- Spin multiplicity: 1
- E_LUMO: -3.29 eV

***

Please write out number 5 again, unchanged.
Molecular formula: C3H9N4
Method: DFT, ωB97M-V/def2-TZVPD

Geometry as XYZ:
```
16
Properties=species:S:1:pos:R:3:nbo_charge:R:1
C -0.144 0.423 -1.090 0.361
C 0.944 -0.323 1.029 -0.304
C -0.392 0.433 1.089 0.146
N -0.691 1.189 -2.003 -0.759
N 0.595 -0.633 -1.115 -0.418
N -1.473 -0.231 1.591 -0.752
N 0.913 -1.387 0.053 -0.392
H 1.779 0.379 0.657 0.200
H 1.296 -0.644 1.956 0.245
H -0.308 1.502 1.206 0.231
H -0.512 1.034 -3.051 0.419
H 1.198 -0.951 -1.843 0.400
H -2.343 0.203 1.465 0.406
H -1.224 1.930 -1.629 0.427
H 1.832 -1.676 -0.032 0.369
H -1.473 -1.248 1.717 0.421
```

Output
- Energy above the lowest of the compared OMol25 structures with the same formula, charge and spin: 3.410 eV
- Kohn-Sham gap: 10.21 eV
- Net charge: +1
- Spin multiplicity: 1
- E_LUMO: -3.09 eV